(1)
{
  "formula": "C4H10NO2",
  "method": "the ωB97M-V functional and the def2-TZVPD basis",
  "species": ["O", "C", "O", "H", "C", "C", "C", "N", "H", "H", "H", "H", "H", "H", "H", "H", "H"],
  "coordinates": [[0.895, -1.510, -1.619], [2.099, -1.465, -1.291], [2.649, -0.805, -0.379], [2.823, -2.081, -1.883], [-0.436, -0.209, 1.549], [-1.099, 0.620, 0.443], [-0.098, 1.652, -0.096], [-1.569, -0.180, -0.692], [-0.116, 0.406, 2.395], [-1.094, -1.012, 1.898], [0.476, -0.606, 1.098], [-1.993, 1.176, 0.774], [-0.592, 2.201, -0.899], [0.265, 2.351, 0.660], [0.767, 1.127, -0.498], [-2.153, -0.923, -0.310], [-0.824, -0.743, -1.150]],
  "mulliken_charge": [-0.70, -0.13, -0.64, 0.40, -1.08, 0.47, -1.27, -0.81, 0.34, 0.34, 0.19, 0.26, 0.33, 0.37, 0.24, 0.21, 0.49],
  "total_charge": -1,
  "homo_lumo_gap_ev": 8.514,
  "energy_ha": -363.70663,
  "e_lumo_ev": 4.2
}



(2)
{
  "formula": "C4H10NO2",
  "method": "the ωB97M-V functional and the def2-TZVPD basis",
  "species": ["O", "C", "C", "N", "H", "H", "H", "H", "H", "C", "O", "C", "H", "H", "H", "H", "H"],
  "coordinates": [[-0.999, -3.630, 1.112], [-0.052, -2.856, 1.288], [-0.043, -1.438, 0.761], [1.113, -0.688, 1.261], [0.833, -3.220, 1.857], [0.055, -1.441, -0.337], [-1.042, -1.008, 0.959], [1.183, 0.198, 0.365], [0.773, -0.115, 2.014], [0.396, 1.975, -0.719], [1.307, 0.892, -0.574], [-0.863, 1.601, -1.573], [0.842, 2.831, -1.243], [0.047, 2.368, 0.247], [-1.628, 2.374, -1.481], [-1.287, 0.597, -1.314], [-0.635, 1.561, -2.623]],
  "mulliken_charge": [-0.57, -0.15, 0.03, -1.00, 0.39, 0.21, 0.18, 0.41, 0.18, -0.35, -0.72, -0.87, 0.26, 0.24, 0.32, 0.20, 0.25],
  "total_charge": -1,
  "homo_lumo_gap_ev": 7.320,
  "energy_ha": -363.61039,
  "e_lumo_ev": 4.1
}



(3)
{
  "formula": "C4H10NO2",
  "method": "the ωB97M-V functional and the def2-TZVPD basis",
  "species": ["C", "O", "C", "C", "C", "O", "N", "H", "H", "H", "H", "H", "H", "H", "H", "H", "H"],
  "coordinates": [[1.036, -0.825, -1.393], [1.123, -0.202, -2.589], [-0.036, -0.202, -0.463], [0.134, -0.785, 0.919], [-1.008, -0.420, 1.851], [-1.093, 0.961, 2.116], [0.082, 1.277, -0.486], [1.997, -0.680, -0.863], [0.881, -1.906, -1.497], [-0.995, -0.494, -0.900], [1.111, -0.601, 1.345], [0.072, -1.860, 0.734], [-0.954, -0.998, 2.774], [-1.941, -0.757, 1.370], [-0.646, 1.414, 1.386], [0.779, 1.488, -1.194], [-0.769, 1.714, -0.820]],
  "mulliken_charge": [-0.68, -0.37, 0.46, -0.89, -0.51, -0.55, -0.71, 0.37, 0.39, 0.26, 0.36, 0.34, 0.33, 0.27, 0.44, 0.26, 0.23],
  "multiplicity": 2,
  "homo_lumo_gap_ev": [10.835, 8.027],
  "energy_ha": -363.55282,
  "e_lumo_ev": [0.9, -1.9]
}



(4)
{
  "formula": "C4H10NO2",
  "method": "the ωB97M-V functional and the def2-TZVPD basis",
  "species": ["C", "C", "C", "C", "N", "O", "O", "H", "H", "H", "H", "H", "H", "H", "H", "H", "H"],
  "coordinates": [[-1.620, -0.081, 0.094], [-2.081, 1.227, -0.443], [1.471, 0.737, 0.516], [0.538, -0.194, -0.198], [0.628, -1.671, 0.377], [-1.874, -1.010, 0.755], [0.763, -0.210, -1.513], [-1.341, 1.494, -1.095], [-3.092, 1.198, -0.809], [-2.219, 1.767, 0.489], [1.529, 0.690, 1.672], [2.562, 0.553, 0.378], [1.204, 1.733, 0.090], [-0.340, -2.001, 0.740], [0.749, -2.379, -0.401], [1.359, -1.735, 1.157], [1.763, -0.119, -1.811]],
  "mulliken_charge": [0.95, -1.06, -1.30, 0.09, -0.36, -0.48, -0.54, 0.34, 0.42, 0.31, 0.38, 0.44, 0.30, 0.38, 0.37, 0.36, 0.40],
  "total_charge": 1,
  "homo_lumo_gap_ev": 9.882,
  "energy_ha": -363.30534,
  "e_lumo_ev": -3.3
}



(5)
{
  "formula": "C4H10NO2",
  "method": "the ωB97M-V functional and the def2-TZVPD basis",
  "species": ["O", "C", "C", "C", "C", "O", "N", "H", "H", "H", "H", "H", "H", "H", "H", "H", "H"],
  "coordinates": [[1.620, 0.202, -1.812], [1.283, -0.530, -0.917], [-0.184, -0.590, -0.555], [-0.373, 0.330, 0.729], [0.897, 0.670, 1.460], [-1.419, -0.059, 1.540], [-1.106, -0.217, -1.657], [2.087, -1.200, -0.543], [-0.361, -1.631, -0.255], [-0.840, 1.285, 0.378], [0.708, 1.527, 2.120], [1.234, -0.086, 2.174], [1.694, 1.113, 0.850], [-1.154, -0.459, 2.401], [-1.371, -0.996, -2.279], [-0.718, 0.474, -2.318], [-1.996, 0.166, -1.313]],
  "mulliken_charge": [-0.12, -0.08, 0.30, -0.03, -1.52, -0.39, -0.32, 0.48, 0.30, 0.42, 0.42, 0.46, 0.48, 0.41, 0.40, 0.40, 0.38],
  "multiplicity": 2,
  "total_charge": 2,
  "homo_lumo_gap_ev": [10.648, 5.130],
  "energy_ha": -362.81567,
  "e_lumo_ev": [-10.2, -14.6]
}



(6)
{
  "formula": "C4H10NO2S",
  "method": "the ωB97M-V functional and the def2-TZVPD basis",
  "species": ["C", "N", "C", "O", "C", "C", "S", "H", "H", "H", "H", "H", "H", "H", "H", "H", "H", "O"],
  "coordinates": [[0.616, 0.403, -0.987], [0.808, 0.896, 0.428], [1.976, 1.248, 1.002], [1.966, 1.890, 2.059], [0.530, -1.128, -0.879], [-0.773, -1.647, -0.337], [-2.285, -1.127, -1.276], [-0.416, 0.752, -1.185], [1.331, 0.808, -1.692], [-0.038, 1.129, 0.933], [2.978, 1.085, 0.602], [0.833, -1.589, -1.834], [1.333, -1.459, -0.206], [-0.734, -2.743, -0.325], [-0.968, -1.443, 0.712], [-2.221, 1.258, 0.273], [-2.764, 0.485, 1.476], [-2.173, 1.182, 1.234]],
  "mulliken_charge": [-0.71, -0.02, 0.01, -0.65, -0.45, -0.76, -0.66, 0.20, 0.40, 0.26, 0.38, 0.31, 0.28, 0.31, 0.23, 0.28, 0.31, -0.71],
  "total_charge": -1,
  "homo_lumo_gap_ev": 6.719,
  "energy_ha": -761.87790,
  "e_lumo_ev": 3.7
}



(7)
{
  "formula": "C4H10NO3",
  "method": "the ωB97M-V functional and the def2-TZVPD basis",
  "species": ["C", "C", "C", "C", "N", "O", "O", "O", "H", "H", "H", "H", "H", "H", "H", "H", "H", "H"],
  "coordinates": [[-2.463, 0.797, 0.906], [-1.834, 0.133, -0.007], [1.470, 0.684, 0.559], [0.660, -0.556, 0.222], [0.770, -0.931, -1.204], [-1.978, -0.436, -1.188], [1.916, 1.245, -0.656], [0.741, -1.663, 1.016], [-3.486, 1.140, 0.757], [-2.002, 1.081, 1.833], [2.333, 0.417, 1.196], [0.852, 1.395, 1.119], [1.268, -1.824, -1.327], [-0.189, -0.995, -1.603], [1.296, -0.144, -1.642], [-2.762, -1.000, -1.262], [2.156, 2.168, -0.537], [1.254, -1.512, 1.819]],
  "mulliken_charge": [-0.60, 0.45, -0.29, -0.02, -0.22, -0.52, -0.58, -0.50, 0.28, 0.25, 0.34, 0.31, 0.35, 0.36, 0.33, 0.37, 0.35, 0.35],
  "total_charge": 1,
  "homo_lumo_gap_ev": [8.391, 8.816],
  "energy_ha": -438.48805,
  "e_lumo_ev": [-3.8, -3.6]
}



(8)
{
  "formula": "C4H10NO3",
  "method": "the ωB97M-V functional and the def2-TZVPD basis",
  "species": ["O", "C", "O", "C", "C", "C", "O", "N", "H", "H", "H", "H", "H", "H", "H", "H", "H", "H"],
  "coordinates": [[-0.378, 1.330, 1.728], [-0.527, 0.170, 1.450], [-1.426, -0.694, 1.804], [0.614, -0.363, 0.457], [0.735, 0.581, -0.738], [-0.581, 0.880, -1.444], [1.459, 1.679, -0.335], [0.276, -1.759, 0.026], [-2.130, -0.248, 2.318], [1.526, -0.382, 1.075], [1.411, 0.140, -1.525], [-0.912, -0.001, -1.998], [-0.462, 1.679, -2.185], [-1.332, 1.282, -0.736], [1.072, 2.213, 0.391], [-0.081, -2.367, 0.777], [1.129, -2.227, -0.323], [-0.393, -1.915, -0.741]],
  "mulliken_charge": [-0.47, 0.41, -0.41, -0.12, 0.06, -1.19, -0.07, -0.33, 0.44, 0.39, 0.40, 0.42, 0.43, 0.35, 0.51, 0.39, 0.41, 0.36],
  "multiplicity": 2,
  "total_charge": 2,
  "homo_lumo_gap_ev": [12.537, 5.524],
  "energy_ha": -438.09950,
  "e_lumo_ev": [-7.7, -14.5]
}



(9)
{
  "formula": "C4H10NO3PS",
  "method": "the ωB97M-V functional and the def2-TZVPD basis",
  "species": ["C", "O", "P", "S", "O", "C", "N", "C", "C", "O", "H", "H", "H", "H", "H", "H", "H", "H", "H", "H"],
  "coordinates": [[-0.207, 2.062, 2.738], [-0.390, 1.171, 1.578], [-1.724, 1.113, 0.704], [-1.345, 2.946, -0.445], [-1.222, 0.020, -0.442], [-0.059, -0.163, -1.394], [0.345, -1.430, -2.026], [0.837, -2.593, -1.479], [1.343, -2.304, -0.058], [0.738, -3.678, -2.039], [-0.185, 3.174, 2.293], [0.648, 1.808, 3.174], [-0.996, 1.991, 3.623], [-2.531, 3.325, -1.000], [-0.291, 0.581, -2.197], [0.766, 0.485, -0.893], [0.011, -1.719, -2.914], [2.152, -3.035, 0.136], [1.581, -1.336, -0.048], [0.528, -2.417, 0.691]],
  "mulliken_charge": [-0.61, -0.11, 0.14, -0.38, -0.22, -0.55, -0.14, 0.64, -1.03, -0.61, 0.27, 0.25, 0.25, 0.15, 0.38, 0.36, 0.25, 0.31, 0.41, 0.24],
  "smiles": "COP(S)OCNC(C)=O",
  "homo_lumo_gap_ev": 9.742,
  "energy_ha": -1178.40399,
  "e_lumo_ev": 0.6
}



(10)
{
  "formula": "C4H10NO3S",
  "method": "the ωB97M-V functional and the def2-TZVPD basis",
  "species": ["C", "N", "C", "S", "O", "O", "C", "O", "C", "H", "H", "H", "H", "H", "H", "H", "H", "H", "H"],
  "coordinates": [[-2.918, 0.442, 0.210], [-1.745, 0.647, -0.057], [-0.861, 1.816, -0.175], [-0.677, -0.960, 0.010], [-1.625, -1.841, -0.558], [-0.356, -1.051, 1.403], [1.071, -0.481, -0.979], [1.863, 0.015, -0.076], [2.768, -0.897, 0.593], [-3.131, -0.635, 0.425], [-3.619, 1.175, 0.206], [0.028, 1.524, 0.391], [-1.320, 2.673, 0.304], [-0.434, 2.032, -1.090], [0.755, 0.191, -1.696], [1.268, -1.518, -1.289], [3.693, -0.330, 0.580], [2.778, -1.891, 0.040], [2.461, -0.909, 1.760]],
  "mulliken_charge": [-0.12, 0.01, -0.95, 1.04, -0.60, -0.49, -0.62, -0.24, -0.56, 0.22, 0.36, 0.43, 0.38, 0.36, 0.47, 0.45, 0.25, 0.34, 0.27],
  "smiles": "C=[N+](C)S(=O)(=O)COC",
  "total_charge": 1,
  "homo_lumo_gap_ev": 10.372,
  "energy_ha": -836.68606,
  "e_lumo_ev": -4.2
}



What did we get for ΔE to the lowest compared entry with this formula, charge and spin? Answer: 0.484; 3.103; 0.966; 3.546; 2.057; 1.184; 4.744; 0.481; 1.653; 1.481 eV, in the order shown.